DFT (ωB97M-V/def2-TZVPD) results for a molecular structure, C65H78N4O6SSnTe in a non-equilibrium geometry.

```
156
C65H78N4O6SSnTe ωB97M-V/def2-TZVPD
Sn -1.127 -1.084 -0.948
C 1.684 -1.154 -3.410
O 1.126 -0.360 -2.374
C 1.931 0.682 -1.944
C 2.987 0.447 -1.064
C 3.213 -0.898 -0.403
C 2.932 -0.838 1.078
C 3.942 -0.933 2.025
C 3.684 -0.950 3.395
C 2.339 -0.888 3.772
C 1.306 -0.795 2.857
C -0.140 -0.822 3.281
C -0.811 0.516 3.054
C -0.421 1.603 3.830
C -0.920 2.880 3.610
C -1.783 3.052 2.533
C -2.200 1.998 1.732
C -3.052 2.267 0.507
C -2.232 3.024 -0.510
C -2.215 4.414 -0.513
C -1.406 5.158 -1.364
C -0.590 4.435 -2.235
C -0.580 3.054 -2.270
C 0.380 2.295 -3.158
C 1.643 1.972 -2.386
C 2.507 2.997 -2.029
C 3.620 2.790 -1.221
C 3.822 1.509 -0.727
C 4.550 3.960 -0.903
C 5.718 3.541 -0.009
C 3.763 5.064 -0.184
C 5.129 4.517 -2.212
C -1.418 2.301 -1.408
O -1.428 1.001 -1.489
C -1.353 6.686 -1.357
C 0.071 7.147 -1.009
C -1.734 7.231 -2.742
C -2.310 7.291 -0.330
C -1.759 0.716 2.053
O -2.272 -0.342 1.326
C -3.030 -1.311 2.059
C -0.564 4.076 4.493
C 0.404 3.696 5.614
C -1.847 4.624 5.136
C 0.090 5.174 3.642
C 1.572 -0.743 1.464
O 0.635 -0.634 0.589
C 4.767 -1.131 4.455
C 4.710 0.013 5.479
C 6.172 -1.149 3.850
C 4.555 -2.465 5.190
H 2.021 -0.522 -4.239
H 0.897 -1.829 -3.746
H 2.525 -1.752 -3.054
H 4.245 -1.223 -0.564
H 2.538 -1.637 -0.832
H 4.963 -1.004 1.661
H 2.076 -0.926 4.828
H -0.199 -1.094 4.339
H -0.638 -1.592 2.697
H 0.325 1.419 4.594
H -2.134 4.047 2.279
H -3.928 2.857 0.786
H -3.394 1.324 0.084
H -2.871 4.920 0.188
H 0.070 4.967 -2.919
H 0.627 2.902 -4.034
H -0.095 1.371 -3.480
H 2.269 3.998 -2.375
H 4.622 1.303 -0.026
H 5.367 3.172 0.957
H 6.367 4.402 0.171
H 6.316 2.758 -0.480
H 3.330 4.679 0.741
H 2.944 5.438 -0.800
H 4.420 5.905 0.061
H 5.704 3.746 -2.730
H 5.791 5.365 -2.008
H 4.338 4.853 -2.883
H 0.785 6.822 -1.769
H 0.383 6.716 -0.055
H 0.122 8.238 -0.936
H -1.070 6.840 -3.514
H -1.678 8.324 -2.759
H -2.752 6.929 -2.997
H -2.050 6.980 0.684
H -3.342 6.991 -0.526
H -2.258 8.382 -0.374
H -3.064 -1.044 3.116
H -2.563 -2.292 1.948
H -4.032 -1.344 1.640
H -0.017 2.918 6.253
H 0.608 4.573 6.234
H 1.354 3.335 5.213
H -2.315 3.855 5.756
H -2.571 4.927 4.379
H -1.622 5.490 5.766
H 0.988 4.789 3.155
H 0.369 6.028 4.268
H -0.584 5.529 2.861
H 4.863 0.973 4.982
H 5.485 -0.114 6.243
H 3.741 0.046 5.980
H 6.392 -0.212 3.333
H 6.287 -1.969 3.139
H 6.912 -1.283 4.644
H 3.571 -2.500 5.660
H 5.315 -2.605 5.968
H 4.618 -3.297 4.486
N -4.025 -7.534 -2.758
C -4.344 -6.186 -2.529
C -5.002 -5.427 -3.498
C -5.271 -4.084 -3.280
C -4.907 -3.496 -2.079
C -4.292 -4.259 -1.091
C -4.021 -5.595 -1.310
S -4.894 -1.735 -1.854
O -5.904 -1.122 -2.678
O -4.994 -1.506 -0.431
N -3.373 -1.378 -2.251
C -2.951 -1.378 -3.530
N -1.623 -1.119 -3.655
C -1.142 -0.967 -4.870
C -1.915 -1.118 -6.014
C -3.223 -1.519 -5.787
N -3.747 -1.669 -4.584
H -3.872 -7.743 -3.732
H -3.237 -7.843 -2.203
H -5.265 -5.886 -4.446
H -5.732 -3.474 -4.045
H -3.996 -3.782 -0.166
H -3.492 -6.175 -0.561
H -0.084 -0.727 -4.941
H -1.514 -0.963 -7.005
H -3.887 -1.747 -6.619
C -1.928 -10.359 -1.407
C -1.623 -8.887 -1.289
C -1.664 -8.232 -0.066
C -1.371 -6.874 0.055
C -1.446 -6.238 1.418
C -1.019 -6.121 -1.078
Te -0.669 -3.993 -0.903
C -0.984 -6.776 -2.322
C -0.620 -6.047 -3.590
C -1.279 -8.136 -2.407
H -2.283 -10.760 -0.457
H -1.039 -10.925 -1.698
H -2.696 -10.548 -2.161
H -1.932 -8.794 0.825
H -1.748 -6.968 2.173
H -2.156 -5.407 1.419
H -0.481 -5.809 1.695
H -0.950 -5.009 -3.547
H -1.066 -6.534 -4.461
H 0.466 -6.033 -3.724
H -1.244 -8.622 -3.380
```

- charge = -2
- electronic energy (eV) = -110881.3841
- strongest force on any atom (eV/Å) = 1.4

Here are the Mulliken charges for atoms 1 to 99, given in e: 2.72 -1.22 0.89 -0.60 0.32 -1.18 0.17 -0.65 -0.22 -0.96 0.35 -0.83 0.14 -0.43 -0.17 -0.40 0.62 -1.12 0.20 -0.55 -0.31 -0.99 0.44 -0.47 0.84 -0.38 -0.32 -0.33 2.48 -2.30 -1.56 -1.84 -0.16 -0.42 2.32 -1.55 -1.94 -2.05 -0.08 0.08 -0.97 2.28 -2.30 -1.80 -1.46 -0.33 -0.43 2.35 -1.70 -2.16 -1.73 0.29 0.14 0.31 0.63 -0.08 0.32 0.39 0.58 -0.30 0.55 0.26 0.83 -0.02 0.54 0.35 0.92 -0.81 0.22 0.60 0.40 0.44 0.43 0.36 0.15 0.48 0.36 0.48 0.29 0.29 0.22 0.51 0.30 0.47 0.40 0.23 0.41 0.44 0.44 0.06 0.22 0.41 0.43 0.42 0.37 0.30 0.46 0.33 0.49



DFT (ωB97M-V/def2-TZVPD) results for a molecular structure, C65H78N4O6SSnTe in a non-equilibrium geometry.

```
156
C65H78N4O6SSnTe ωB97M-V/def2-TZVPD
Sn 0.243 0.646 0.057
C -3.512 0.321 0.182
O -2.336 -0.451 0.095
C -2.541 -1.804 0.306
C -2.708 -2.308 1.594
C -2.476 -1.456 2.815
C -1.238 -1.900 3.555
C -1.318 -2.509 4.793
C -0.189 -2.827 5.543
C 1.044 -2.514 4.968
C 1.162 -1.904 3.736
C 2.504 -1.459 3.216
C 2.910 -2.272 2.014
C 3.266 -3.605 2.179
C 3.591 -4.411 1.098
C 3.413 -3.874 -0.173
C 3.054 -2.550 -0.381
C 2.810 -2.055 -1.789
C 1.558 -2.710 -2.329
C 1.630 -3.925 -2.988
C 0.504 -4.612 -3.428
C -0.732 -4.022 -3.167
C -0.850 -2.808 -2.524
C -2.198 -2.214 -2.182
C -2.587 -2.664 -0.794
C -2.951 -3.985 -0.587
C -3.248 -4.490 0.674
C -3.065 -3.643 1.756
C -3.779 -5.915 0.802
C -4.099 -6.297 2.250
C -2.748 -6.912 0.256
C -5.082 -6.020 -0.008
C 0.301 -2.096 -2.090
O 0.178 -0.937 -1.553
C 0.565 -5.962 -4.134
C -0.185 -7.005 -3.290
C -0.090 -5.846 -5.519
C 2.002 -6.452 -4.329
C 2.907 -1.723 0.734
O 2.787 -0.361 0.562
C 3.857 0.400 1.108
C 4.159 -5.819 1.241
C 4.311 -6.246 2.703
C 5.557 -5.830 0.601
C 3.248 -6.831 0.535
C 0.012 -1.577 2.967
O 0.077 -0.980 1.832
C -0.251 -3.362 6.970
C 0.552 -4.664 7.101
C -1.684 -3.652 7.429
C 0.339 -2.314 7.929
H -4.319 -0.132 -0.406
H -3.271 1.303 -0.222
H -3.847 0.436 1.219
H -3.342 -1.506 3.483
H -2.307 -0.423 2.510
H -2.307 -2.713 5.187
H 1.955 -2.732 5.517
H 3.250 -1.551 4.011
H 2.404 -0.411 2.934
H 3.279 -3.987 3.191
H 3.562 -4.502 -1.042
H 3.665 -2.312 -2.422
H 2.685 -0.972 -1.787
H 2.617 -4.337 -3.160
H -1.643 -4.525 -3.483
H -2.950 -2.540 -2.907
H -2.110 -1.128 -2.202
H -3.003 -4.636 -1.450
H -3.192 -3.999 2.769
H -3.202 -6.275 2.868
H -4.511 -7.309 2.279
H -4.837 -5.617 2.674
H -1.816 -6.825 0.813
H -2.528 -6.720 -0.792
H -3.119 -7.936 0.350
H -5.821 -5.322 0.388
H -5.493 -7.031 0.050
H -4.916 -5.775 -1.056
H -1.240 -6.750 -3.208
H 0.230 -7.036 -2.283
H -0.105 -8.002 -3.733
H -1.120 -5.507 -5.433
H -0.080 -6.809 -6.037
H 0.451 -5.115 -6.120
H 2.497 -6.599 -3.369
H 2.578 -5.734 -4.912
H 2.003 -7.406 -4.862
H 4.608 -0.254 1.558
H 3.476 1.087 1.870
H 4.296 0.981 0.297
H 4.956 -5.553 3.243
H 4.761 -7.240 2.751
H 3.342 -6.285 3.201
H 6.203 -5.118 1.116
H 5.515 -5.542 -0.448
H 6.007 -6.823 0.669
H 2.249 -6.792 0.969
H 3.640 -7.845 0.647
H 3.161 -6.614 -0.528
H 0.147 -5.425 6.434
H 0.505 -5.036 8.128
H 1.598 -4.508 6.842
H -2.149 -4.412 6.801
H -2.293 -2.750 7.398
H -1.673 -4.018 8.459
H 1.369 -2.081 7.664
H 0.321 -2.680 8.960
H -0.238 -1.392 7.875
N 0.862 7.782 0.316
C 1.309 6.646 -0.368
C 1.172 6.544 -1.754
C 1.596 5.404 -2.419
C 2.180 4.370 -1.709
C 2.354 4.481 -0.338
C 1.929 5.611 0.330
S 2.391 2.725 -2.380
O 2.620 2.744 -3.803
O 3.447 2.109 -1.612
N 1.006 2.067 -1.889
C -0.127 2.350 -2.517
N -1.231 1.775 -1.984
C -2.352 1.873 -2.660
C -2.464 2.581 -3.848
C -1.317 3.264 -4.228
N -0.177 3.181 -3.581
H 0.084 8.238 -0.136
H 0.669 7.596 1.291
H 0.693 7.348 -2.301
H 1.447 5.290 -3.481
H 2.801 3.653 0.192
H 2.017 5.676 1.407
H -3.210 1.370 -2.224
H -3.383 2.618 -4.414
H -1.311 3.923 -5.094
C -0.224 8.690 4.677
C -0.220 7.327 4.033
C 0.743 6.378 4.340
C 0.737 5.115 3.758
C 1.814 4.146 4.153
C -0.254 4.749 2.833
Te -0.203 2.775 1.860
C -1.228 5.712 2.527
C -2.352 5.415 1.574
C -1.201 6.970 3.119
H 0.670 8.835 5.283
H -1.097 8.810 5.323
H -0.261 9.479 3.923
H 1.517 6.627 5.059
H 2.502 4.598 4.867
H 2.373 3.817 3.277
H 1.368 3.254 4.594
H -2.024 4.707 0.815
H -2.710 6.327 1.093
H -3.185 4.958 2.114
H -1.972 7.693 2.867
```

- charge = -2
- electronic energy (eV) = -110881.1737
- strongest force on any atom (eV/Å) = 2.1

Here are the Mulliken charges for atoms 1 to 99, given in e: 2.36 -1.10 0.86 -0.66 0.42 -1.16 0.22 -0.60 -0.31 -1.01 0.32 -0.86 0.23 -0.52 -0.26 -0.44 0.84 -0.99 0.29 -0.62 -0.48 -1.03 0.56 -0.77 1.01 -0.32 -0.35 -0.34 2.27 -2.30 -1.54 -1.77 -0.14 -0.59 2.40 -1.63 -1.94 -2.03 -0.18 0.44 -1.06 2.13 -2.26 -1.75 -1.45 -0.17 -0.33 2.32 -1.75 -2.17 -1.71 0.28 0.07 0.26 0.69 -0.22 0.36 0.33 0.61 -0.38 0.61 0.27 0.86 -0.34 0.55 0.32 0.93 -0.71 0.23 0.61 0.40 0.45 0.42 0.37 0.17 0.49 0.38 0.46 0.30 0.33 0.27 0.50 0.30 0.46 0.40 0.21 0.43 0.44 0.39 0.14 0.26 0.41 0.43 0.42 0.36 0.30 0.46 0.36 0.49



no.,lowest unoccupied orbital energy (eV)
1,3.684
2,3.730